Entry from the OMol25 dataset: a 2-piece molecular cluster, C6H17NO overall in a non-equilibrium geometry (ωB97M-V with the def2-TZVPD basis set).

Structure (XYZ):
```
25
Properties=species:S:1:pos:R:3:forces:R:3
C -0.1723 2.1955 -1.9578 1.148 -0.554 -0.717
C 0.4615 1.2523 -0.9109 -0.677 0.727 -1.228
N -0.4350 0.1717 -0.6123 0.353 0.413 0.517
C 0.1422 -2.9626 -1.0397 -0.691 0.774 0.458
C -0.7969 -2.1861 -0.0607 0.863 0.219 -0.491
C -0.1875 -0.8517 0.3925 0.173 0.520 -0.289
C -0.7626 -0.3000 1.7202 -0.162 0.208 -0.550
H 0.1927 1.9117 -2.9462 -0.156 -0.131 -0.068
H 0.2529 3.1830 -1.8143 -0.521 0.282 0.167
H -1.2590 2.1663 -2.0211 0.000 0.315 0.438
H 0.7384 1.9002 -0.0662 -0.088 -0.727 0.539
H 1.3938 0.8272 -1.3118 -0.024 -0.077 0.290
H -1.3334 0.2390 -1.0875 -0.137 -0.329 0.129
H 0.5445 -3.8508 -0.5617 -0.063 -0.135 -0.316
H -0.4483 -3.1525 -1.9325 0.256 -0.643 -0.019
H 0.9666 -2.3303 -1.3627 0.190 -0.003 0.059
H -1.0406 -2.7479 0.8359 -0.122 -0.166 -0.081
H -1.7105 -1.9626 -0.6195 -0.211 -0.036 0.448
H 0.9061 -0.8270 0.4394 -0.027 -0.569 0.282
H -1.8432 -0.2920 1.6433 -0.233 -0.006 0.225
H -0.4432 -0.8555 2.5915 0.097 -0.424 -0.060
H -0.4131 0.7142 1.8489 -0.208 0.095 0.103
H 0.6027 2.0074 2.1072 -0.001 0.105 0.292
H 2.0698 1.5919 1.9436 0.131 -0.096 0.155
O 1.5020 2.3237 2.1991 0.110 0.237 -0.283
```
Forces are in eV/Å.

Multiplicity: 2
Charge: +1
Electronic energy (eV): -10026.73048
Energy relative to the best compared isomer or geometry (same formula, charge and spin) (kJ/mol): 47.2
Kohn-Sham gap (alpha / beta) (eV): 12.3 / 7.8
HOMO energy (alpha / beta) (eV): -15.134 / -15.193
<S²>: 0.755